1.
This record from the Open Molecules 2025 dataset describes a cluster of 11 separate species, C27H77O15S2 in total. The level of theory is ωB97M-V/def2-TZVPD.

CARTESIAN COORDINATES (ANGSTROEM)
C 1.60 5.51 -4.28
H -2.05 7.75 -4.04
C 1.29 6.97 -4.57
H 1.17 -4.15 -9.68
C 5.03 -0.08 4.26
H -2.38 -7.48 -0.04
H -0.94 1.93 7.35
C -3.14 -2.93 4.10
H 2.37 -2.85 -9.80
C 0.08 -3.26 -4.51
H 1.41 -4.71 -3.63
C -2.90 -2.01 -0.01
C 5.55 -0.17 2.84
H 4.62 2.61 -0.07
H 2.02 -0.96 -8.29
H -1.82 -2.91 -1.66
C 0.74 1.19 4.42
H 5.81 0.28 4.94
H 2.55 5.42 -3.74
H -3.33 2.67 -2.73
H -1.05 3.63 -3.10
H -0.45 2.73 -1.70
H -0.21 3.07 6.27
C -0.73 2.12 6.30
H -1.16 -3.70 4.26
H 6.39 -0.86 2.78
H -1.04 -1.48 -0.97
H -1.29 -6.08 -0.07
H 0.78 -2.97 -5.30
O -1.15 -2.06 3.00
H 2.91 -4.84 0.99
O 2.56 2.11 1.58
H 4.77 -0.51 2.16
S -2.17 3.44 4.29
H 0.09 -2.96 -7.75
H -3.47 -6.56 2.04
C -0.97 -0.72 3.14
H -3.46 -2.83 3.07
O -3.39 4.14 4.29
H 3.73 -6.33 1.44
C 0.74 -2.43 -8.45
H -3.09 2.33 -0.46
O -3.12 -0.73 0.56
H 2.50 4.17 1.49
C 0.14 0.97 5.83
H 3.24 0.54 3.78
O 1.19 7.71 -3.35
H -3.86 -2.45 -0.28
H 1.67 4.93 -5.20
H -1.82 1.66 3.16
C 1.59 -6.37 1.75
O 1.44 -1.44 -7.68
H -3.39 -3.92 4.45
H -2.14 1.38 -2.95
H 4.70 -1.06 4.62
H -1.42 -4.50 -4.39
H -1.63 4.01 -1.46
H -1.39 -2.19 5.08
S 0.78 -0.42 3.60
H 2.33 -3.88 -8.37
H 0.22 1.94 3.83
H -0.50 -2.38 -4.22
H -2.75 2.73 6.40
O -2.24 -4.94 2.19
H 0.83 5.08 -3.64
H -3.59 -5.41 0.70
H -1.19 -7.23 1.25
H 1.95 -7.53 0.23
H 2.04 7.64 -2.90
C -1.63 -2.73 4.17
H 0.14 -4.15 -2.54
C 0.84 -3.83 -3.33
H -2.44 -1.29 -2.00
C 2.93 -5.65 1.73
H 4.91 3.45 1.45
O -2.12 2.56 2.95
C -3.42 6.30 -3.22
C -2.11 2.28 5.66
H 0.34 7.06 -5.08
H 0.97 0.83 6.51
C 4.30 3.46 0.54
O 1.26 -6.90 0.47
H -1.42 6.87 -2.64
H 2.22 3.32 -0.02
H -4.04 6.45 -1.38
H -4.32 6.76 -3.65
H 2.07 7.41 -5.20
C 2.83 3.34 0.88
H 1.76 1.54 4.55
H -2.62 8.13 -2.41
H -3.11 5.48 -3.87
O -1.02 4.27 4.37
C 1.71 -3.39 -9.12
H -3.53 -0.17 -0.11
H 5.88 0.81 2.50
O -3.76 5.73 -1.95
H -1.19 -0.21 2.20
H -3.66 -2.21 4.72
H 3.17 -5.23 2.71
O -0.80 -4.24 -5.07
H -0.43 0.05 5.85
C -2.89 -5.92 1.37
O -2.81 1.61 -1.04
C -1.89 -6.73 0.58
H -2.59 1.34 5.39
H 3.09 2.12 2.39
H 0.11 -1.93 -9.19
C -2.31 7.32 -3.07
H -1.60 -0.32 3.93
H 1.60 -7.17 2.49
C -2.45 2.19 -2.30
O 1.60 -0.31 2.24
H 1.58 0.63 1.91
O 3.94 0.84 4.36
C -2.00 -1.92 -1.23
H 4.49 4.38 0.00
H -1.73 -4.37 1.60
H 0.79 -5.67 2.02
C -1.33 3.20 -2.13
H -2.44 -2.63 0.76
H 1.52 -3.10 -2.90

For the HOMO energy, the calculation gives -11.52 eV. The calculation puts the HOMO-LUMO gap at 0.3204 hartree. The energy is -81620.198 eV. As for the total charge: +1. The lowest unoccupied orbital energy is -2.8 eV. For the molar mass, the calculation gives 706.03 g/mol.

Here are the Mulliken charges for atoms 1 to 99, given in e: -0.71, 0.25, -0.32, 0.32, -0.29, 0.46, 0.48, -1.08, 0.32, -0.02, 0.36, 0.30, -0.91, 0.29, 0.29, 0.27, -0.15, 0.31, 0.32, 0.24, 0.17, 0.26, 0.43, -0.88, 0.50, 0.39, 0.26, 0.15, 0.27, -0.14, 0.28, -0.61, 0.24, 1.37, 0.21, 0.33, -0.59, 0.10, -0.62, 0.37, -0.20, 0.22, -0.36, 0.27, -0.81, 0.02, -0.49, 0.30, 0.33, 0.12, 0.18, -0.51, 0.35, 0.39, 0.27, 0.28, 0.35, 0.21, 0.16, 0.27, 0.43, 0.12, 0.37, -0.31, 0.05, 0.23, 0.17, 0.27, 0.28, -0.20, -0.04, -0.72, 0.32, -1.15, 0.35, -0.44, -0.27, -0.81, 0.25, 0.46, -1.15, -0.49, 0.23, 0.28, 0.28, 0.32, 0.32, -0.17, 0.60, 0.36, 0.24, -0.63, -0.99, 0.29, 0.20, -0.48, 0.53, 0.44, 0.31

---

2.
This record from the Open Molecules 2025 dataset describes the ion C10H18FN2 with charge +1. The level of theory is ωB97M-V/def2-TZVPD.

CARTESIAN COORDINATES (ANGSTROEM)
C 0.30 -0.10 0.11
C 0.71 2.35 0.37
N 0.47 -2.33 -2.82
H -1.66 -1.06 0.50
C 0.06 -1.37 -1.95
H -1.69 0.66 -0.19
C 1.66 -2.19 -0.40
H 2.29 -4.31 -0.21
H -0.64 3.81 0.96
H -2.24 0.05 2.53
C 0.84 1.15 -0.54
H 1.22 3.10 -0.36
H -1.21 2.65 -0.32
H 0.87 -0.28 0.98
H 0.95 -3.08 -2.41
F -0.94 -0.52 -2.29
C 1.49 -3.57 -0.27
H -2.76 2.22 1.60
H 2.63 -1.68 -0.17
H 1.83 0.81 -0.91
H 0.25 1.17 -1.57
H -0.48 0.28 2.66
H -1.28 2.52 2.80
N 0.68 -1.18 -0.79
H -0.13 -2.61 -3.57
H 1.28 2.23 1.22
C -1.62 1.99 1.79
C -1.37 0.45 1.97
C -1.16 -0.02 0.55
H 0.44 -3.80 0.01
C -0.77 2.66 0.70

For the HOMO energy, the calculation gives -13.46 eV. As for the energy relative to the best compared isomer or geometry (same formula, charge and spin): 76.2 kJ/mol. The SMILES is C=CN(C(=[NH2+])F)C1CCCCCC1. The calculation puts the HOMO-LUMO gap at 0.3477 hartree. The energy is -16350.421 eV. As for the total charge: +1. The lowest unoccupied orbital energy is -4.0 eV. For the molar mass, the calculation gives 185.27 g/mol.

natural (NBO) charges in e: -0.05, -0.42, -0.76, 0.23, 0.92, 0.23, -0.03, 0.26, 0.24, 0.24, -0.38, 0.24, 0.20, 0.22, 0.43, -0.26, -0.40, 0.24, 0.23, 0.21, 0.20, 0.21, 0.22, -0.40, 0.44, 0.21, -0.41, -0.42, -0.44, 0.23, -0.44

---

3.
This record from the Open Molecules 2025 dataset describes the molecule C18H11N3O2. The level of theory is ωB97M-V/def2-TZVPD.

CARTESIAN COORDINATES (ANGSTROEM)
C -4.02 -1.66 3.40
N -0.77 -0.41 1.82
H -5.23 -0.61 0.50
C -2.71 -1.29 3.29
C 0.79 0.22 0.04
N -1.36 0.95 -0.02
H 1.53 1.80 -2.87
C 1.71 1.25 -1.94
O -1.26 1.04 -2.38
C -4.90 -1.49 2.34
H -1.97 -1.42 4.02
C 5.39 -0.58 -1.01
H 6.20 0.53 -2.54
N 1.94 -0.41 0.30
C -4.39 -0.77 1.18
H -5.99 -1.82 2.45
C 3.05 -0.13 -0.47
C -2.67 0.48 -0.03
C -2.18 -0.54 2.12
H 6.33 -1.05 -0.82
H -4.35 -2.04 4.37
C 4.20 -0.86 -0.30
O -3.49 0.77 -0.91
C 4.12 0.98 -2.36
C 5.28 0.37 -1.97
H 4.13 1.65 -3.18
C -3.07 -0.35 1.06
C -0.75 1.56 -1.20
C -0.51 0.24 0.74
C 2.99 0.66 -1.64
C 0.67 0.98 -1.13
H -2.15 0.88 -2.24
H -0.78 2.67 -1.17
H 4.22 -1.63 0.51

For the HOMO energy, the calculation gives -8.61 eV. As for the energy relative to the best compared isomer or geometry (same formula, charge and spin): 160.4 kJ/mol. The SMILES is O=c1c2ccccc2nc2n1[C@H](O)c1cc3ccccc3nc1-2. The calculation puts the HOMO-LUMO gap at 0.2865 hartree. The energy is -27409.113 eV. As for the total charge: 0. The lowest unoccupied orbital energy is -0.8 eV. For the molar mass, the calculation gives 301.30 g/mol.

natural (NBO) charges in e: -0.20, -0.42, 0.24, -0.21, 0.22, -0.42, 0.23, -0.11, -0.70, -0.21, 0.22, -0.21, 0.21, -0.36, -0.13, 0.23, 0.11, 0.67, 0.20, 0.22, 0.22, -0.16, -0.62, -0.19, -0.20, 0.22, -0.23, 0.25, 0.39, -0.08, -0.08, 0.50, 0.19, 0.23